(1)
Here is C3HBrF3IO as an isolated structure from the Open Molecules 2025 dataset. Energies are from ωB97M-V/def2-TZVPD.

**Kohn-Sham gap (spin up / spin down)**: 8.45 / 7.61 eV
**Relative energy (zero: lowest compared OMol25 entry of this formula, charge and spin)**: 0.000 eV
**Lowest unoccupied orbital energy (spin up / spin down)**: -0.81 / -0.98 eV
**Highest occupied orbital energy (spin up / spin down)**: -9.3 / -8.6 eV

Geometry (Å):
C 0.95 1.34 -0.85
C -1.13 -0.48 -0.82
C 2.54 1.19 -0.89
O 0.40 2.33 -0.61
F 2.81 0.79 0.43
F 3.17 2.31 -1.21
F 3.01 0.21 -1.68
Br -1.51 -1.31 -2.48
I -2.26 1.25 -0.27
H -0.75 -1.05 0.11

These are the Mulliken partial charges, in e, on atoms 1 to 4: 0.14 -0.49 0.79 -0.30

---

(2)
Here is C36H37F3P2Zn as an isolated structure from the Open Molecules 2025 dataset. Energies are from ωB97M-V/def2-TZVPD.

**Kohn-Sham gap (spin up / spin down)**: 4.32 / 4.28 eV
**Lowest unoccupied orbital energy (spin up / spin down)**: -0.72 / -0.74 eV
**Highest occupied orbital energy (spin up / spin down)**: -5.0 / -5.0 eV

Geometry (Å):
Zn -0.81 -0.14 -1.51
C -0.35 0.20 -3.40
C 0.39 1.18 -2.74
C -0.08 2.60 -2.76
C -1.57 2.82 -2.38
C -2.04 1.78 -1.40
C -2.46 0.50 -1.75
C -2.82 0.21 -3.22
C -1.64 0.46 -4.17
C 0.45 -0.90 2.67
H 0.19 -0.71 -3.67
H 1.48 1.10 -2.59
H 0.08 3.14 -3.71
H 0.51 3.14 -2.01
H -1.65 3.79 -1.87
H -2.18 2.88 -3.28
H -2.29 2.13 -0.39
H -2.99 -0.18 -1.03
H -3.68 0.78 -3.62
H -3.08 -0.86 -3.26
H -1.72 -0.26 -5.01
H -1.65 1.47 -4.57
H 0.20 -1.86 3.13
H 1.10 -0.25 3.22
H 0.87 -0.99 1.70
P 1.86 -0.03 -0.19
P -1.02 -0.04 2.27
C 0.73 1.28 0.32
C -0.43 1.24 1.13
C 3.46 0.77 -0.04
C 3.74 2.03 -0.61
C 4.99 2.61 -0.41
C 5.97 1.98 0.37
C 5.66 0.75 0.96
C 4.42 0.13 0.75
C 1.90 -1.17 -1.62
C 0.89 -2.13 -1.96
C 1.17 -3.10 -2.92
C 2.28 -3.03 -3.76
C 3.19 -1.99 -3.54
C 3.00 -1.08 -2.50
C -1.43 0.84 3.74
C -0.48 1.71 4.27
C -0.81 2.46 5.39
C -2.08 2.36 5.95
C -3.02 1.46 5.42
C -2.69 0.67 4.33
C -2.36 -1.16 1.78
C -2.29 -2.53 2.10
C -3.26 -3.41 1.64
C -4.34 -2.96 0.88
C -4.49 -1.59 0.65
C -3.54 -0.69 1.17
H 1.07 2.28 -0.05
H -0.87 2.23 1.40
H 2.98 2.57 -1.19
H 5.25 3.55 -0.89
H 6.96 2.42 0.52
H 6.39 0.22 1.56
H 4.15 -0.82 1.19
H -0.10 -2.18 -1.48
H 0.37 -3.83 -3.06
H 2.33 -3.75 -4.58
H 4.04 -1.95 -4.24
H 3.78 -0.30 -2.41
H 0.47 1.82 3.75
H -0.05 3.14 5.77
H -2.33 2.99 6.80
H -4.02 1.42 5.85
H -3.42 0.00 3.89
H -1.48 -2.90 2.72
H -3.19 -4.48 1.89
H -5.10 -3.64 0.51
H -5.34 -1.20 0.10
H -3.69 0.37 1.06
F 1.05 -4.57 -0.09
C 1.42 -3.53 0.65
F 1.26 -3.88 1.94
F 2.79 -3.34 0.45

These are the Mulliken partial charges, in e, on atoms 1 to 4: -0.19 -1.34 1.47 -1.47

---

(3)
Here is one molecule with the formula C3H3N3O from the Open Molecules 2025 dataset. Energies are from ωB97M-V/def2-TZVPD.

**Kohn-Sham gap**: 8.89 eV
**Relative energy (zero: lowest compared OMol25 entry of this formula, charge and spin)**: 3.090 eV
**Lowest unoccupied orbital energy**: -0.56 eV
**Highest occupied orbital energy**: -9.5 eV

Geometry (Å):
N -2.31 0.00 1.27
C -1.64 0.36 0.31
N -0.96 0.59 -0.68
N 0.27 1.22 -0.56
C 1.29 0.46 -0.43
C 1.34 -1.04 -0.41
O 0.45 -1.78 -0.77
H -2.98 0.67 1.63
H 2.24 0.97 -0.31
H 2.31 -1.44 -0.04

These are the Mulliken partial charges, in e, on atoms 1 to 4: -0.53 0.57 -0.33 -0.29

---

(4)
Here is one molecule with the formula C15H13BrF3N7O2S from the Open Molecules 2025 dataset. Energies are from ωB97M-V/def2-TZVPD.

**Kohn-Sham gap**: 8.44 eV
**Relative energy (zero: lowest compared OMol25 entry of this formula, charge and spin)**: 1.426 eV
**Lowest unoccupied orbital energy**: 0.27 eV
**Highest occupied orbital energy**: -8.2 eV

Geometry (Å):
O 1.23 1.78 3.67
C 1.47 1.29 2.55
C 1.61 2.26 1.39
N 1.00 1.84 0.18
C 1.62 0.94 -0.71
O 2.67 0.39 -0.54
C 0.90 0.50 -1.88
C -0.35 0.89 -2.14
N -0.99 1.80 -1.31
N -1.94 2.70 -1.91
C -1.76 3.93 -1.28
C -3.11 4.56 -0.72
F -4.11 4.33 -1.65
F -3.43 3.92 0.47
F -2.99 5.91 -0.54
C -0.52 3.77 -0.31
C -0.40 2.22 -0.02
N 1.64 -0.07 2.30
C 1.54 -1.27 3.09
S 1.58 -1.09 4.73
C 1.67 -2.86 4.91
C 1.82 -3.54 3.65
Br 2.41 -5.35 3.66
C 1.68 -2.55 2.61
C 1.87 -2.84 1.23
N 1.34 -2.10 0.24
N 1.82 -2.64 -0.96
C 2.59 -3.69 -0.60
N 2.54 -3.90 0.75
H 1.14 3.21 1.74
H 2.67 2.45 1.15
H 1.37 -0.22 -2.51
H -0.76 0.47 -3.07
H -2.93 2.37 -1.72
H -1.47 4.68 -1.99
H 0.37 4.14 -0.88
H -0.64 4.45 0.60
H -1.00 1.97 0.85
H 2.01 -0.13 1.36
H 1.79 -3.42 5.87
H 3.20 -4.24 -1.31
H 3.06 -4.63 1.28

These are the Mulliken partial charges, in e, on atoms 1 to 4: -0.67 0.76 -1.08 0.30

---

(5)
Here is C25H69AlF4N8O15S4 as an isolated structure from the Open Molecules 2025 dataset. Energies are from ωB97M-V/def2-TZVPD.

**Kohn-Sham gap**: 2.19 eV
**Relative energy (zero: lowest compared OMol25 entry of this formula, charge and spin)**: 0.000 eV
**Lowest unoccupied orbital energy**: -6.20 eV
**Highest occupied orbital energy**: -8.4 eV

Geometry (Å):
Al -3.76 -1.21 -1.64
N -1.33 -0.28 -0.45
S -0.65 1.10 -0.15
O -0.13 1.74 -1.31
O 0.01 1.26 1.09
F -2.02 1.91 0.14
S -0.09 -1.28 -0.05
O -0.07 -1.67 1.31
O 1.15 -1.17 -0.75
F -0.72 -2.54 -0.79
N -3.24 -3.81 -2.29
S -3.44 -4.54 -3.78
O -4.61 -5.33 -3.91
O -2.24 -4.80 -4.49
F -3.89 -3.15 -4.47
S -2.68 -5.10 -1.54
O -1.32 -5.42 -1.85
O -3.60 -6.16 -1.34
F -2.51 -4.49 -0.08
C -0.87 -1.90 -3.86
O -1.60 -0.81 -3.88
H -1.44 -2.83 -3.50
H -0.53 -2.13 -4.88
H -0.05 -1.88 -3.12
C -2.90 4.94 -0.42
C -2.33 5.78 0.69
C -1.92 4.98 1.91
O -3.08 4.46 2.51
C -2.77 3.35 3.34
N -1.13 6.46 0.18
H -3.26 5.60 -1.20
H -3.64 4.20 -0.10
H -2.17 4.25 -0.86
H -3.06 6.56 0.95
H -1.28 5.53 2.61
H -1.26 4.17 1.55
H -1.95 3.65 3.99
H -2.50 2.46 2.76
H -3.64 3.14 3.96
H -1.32 6.96 -0.68
H -0.80 7.19 0.81
C -3.20 -1.81 3.65
C -4.01 -1.56 2.39
C -4.16 -0.08 2.10
O -4.84 -0.01 0.87
C -5.56 1.17 0.61
N -3.22 -2.13 1.25
H -3.76 -1.33 4.46
H -2.22 -1.32 3.62
H -3.03 -2.84 3.98
H -4.98 -2.06 2.42
H -3.13 0.28 1.93
H -4.61 0.45 2.94
H -5.03 2.09 0.87
H -6.50 1.13 1.19
H -5.94 1.20 -0.41
H -2.32 -1.67 1.38
H -3.02 -3.11 1.42
C -1.52 -5.51 4.53
C -0.49 -4.69 3.79
C 0.92 -5.25 3.79
O 1.42 -5.44 5.10
C 2.80 -5.69 5.10
N -0.98 -4.21 2.50
H -1.11 -5.99 5.41
H -1.74 -6.40 3.91
H -2.45 -5.00 4.73
H -0.36 -3.74 4.35
H 1.53 -4.58 3.17
H 0.91 -6.25 3.32
H 3.06 -5.92 6.13
H 3.42 -4.84 4.79
H 3.06 -6.60 4.55
H -0.71 -4.86 1.76
H -0.46 -3.37 2.25
C -0.22 4.78 -2.95
C -1.07 4.08 -4.00
C -1.20 4.86 -5.28
O -1.75 4.08 -6.30
C -1.91 4.78 -7.50
N -0.49 2.74 -4.23
H 0.79 4.97 -3.33
H -0.28 4.24 -2.02
H -0.57 5.80 -2.73
H -2.07 3.84 -3.61
H -0.18 5.17 -5.59
H -1.80 5.76 -5.11
H -2.50 5.70 -7.39
H -2.35 4.13 -8.25
H -0.93 5.11 -7.89
H 0.37 2.85 -4.75
H -0.20 2.35 -3.33
C 4.30 0.82 1.71
C 4.13 2.27 1.31
C 4.02 2.47 -0.20
O 3.88 3.84 -0.52
C 5.06 4.57 -0.58
N 2.92 2.78 1.98
H 3.50 0.11 1.54
H 4.35 0.74 2.81
H 5.23 0.41 1.32
H 4.93 2.87 1.75
H 3.11 1.97 -0.53
H 4.85 2.04 -0.79
H 5.79 4.11 -1.26
H 5.56 4.67 0.39
H 4.92 5.58 -0.97
H 2.08 2.27 1.72
H 2.78 3.73 1.63
C 3.57 -3.14 1.07
C 4.67 -2.69 0.11
C 4.96 -3.77 -0.96
O 5.83 -3.27 -1.95
C 7.14 -2.99 -1.52
N 4.19 -1.47 -0.52
H 3.08 -2.33 1.60
H 4.03 -3.75 1.85
H 2.82 -3.78 0.59
H 5.58 -2.54 0.68
H 4.01 -4.06 -1.40
H 5.43 -4.61 -0.43
H 7.74 -2.82 -2.42
H 7.62 -3.86 -1.05
H 7.16 -2.11 -0.87
H 3.22 -1.39 -0.77
H 4.77 -1.16 -1.28

These are the Mulliken partial charges, in e, on atoms 1 to 4: 0.97 0.25 0.52 -0.71

---

(6)
Here is a 2-piece molecular cluster, C6H16NS overall from the Open Molecules 2025 dataset. Energies are from ωB97M-V/def2-TZVPD.

**Kohn-Sham gap**: 9.88 eV
**Total charge**: +1
**Relative energy (zero: lowest compared OMol25 entry of this formula, charge and spin)**: 0.581 eV
**Lowest unoccupied orbital energy**: -3.02 eV
**Highest occupied orbital energy**: -12.9 eV

Geometry (Å):
C -1.27 3.35 -2.46
C -1.06 2.66 -1.15
C -1.21 1.36 -0.99
N -1.04 0.72 0.33
H -1.71 2.69 -3.20
H -1.89 4.23 -2.33
H -0.30 3.71 -2.84
H -0.77 3.28 -0.31
H -1.46 0.66 -1.77
H -0.57 1.35 0.98
H -1.94 0.46 0.73
H -0.43 -0.19 0.21
C 2.94 -1.17 1.16
C 1.67 -1.97 1.42
S 0.55 -1.89 -0.01
C -0.87 -2.80 0.67
H 3.54 -1.17 2.07
H 2.70 -0.13 0.92
H 3.53 -1.57 0.34
H 1.15 -1.56 2.29
H 1.88 -3.02 1.59
H -0.60 -3.85 0.73
H -1.13 -2.41 1.65
H -1.70 -2.73 -0.04

These are the Mulliken partial charges, in e, on atoms 1 to 4: -1.19 -0.09 -0.10 -0.11

---

(7)
Here is a 3-piece molecular cluster, CClNO2S2 overall from the Open Molecules 2025 dataset. Energies are from ωB97M-V/def2-TZVPD.

**Kohn-Sham gap (spin up / spin down)**: 4.82 / 4.92 eV
**Total charge**: -2
**Relative energy (zero: lowest compared OMol25 entry of this formula, charge and spin)**: 4.428 eV
**Lowest unoccupied orbital energy (spin up / spin down)**: 2.86 / 2.96 eV
**Highest occupied orbital energy (spin up / spin down)**: -2.0 / -2.0 eV

Geometry (Å):
C -1.83 1.63 0.15
N -1.74 0.50 0.18
O -1.95 -1.78 -1.26
O -1.54 -1.94 1.15
S -0.24 3.76 -0.05
S -1.09 -1.33 -0.15
Cl 8.39 -0.83 -0.02

These are the Mulliken partial charges, in e, on atoms 1 to 4: -0.18 -0.16 -0.54 -0.57

---

(8)
Here is C5H7NO as an isolated structure from the Open Molecules 2025 dataset. Energies are from ωB97M-V/def2-TZVPD.

**Kohn-Sham gap**: 10.14 eV
**Relative energy (zero: lowest compared OMol25 entry of this formula, charge and spin)**: 4.795 eV
**Lowest unoccupied orbital energy**: 0.70 eV
**Highest occupied orbital energy**: -9.4 eV

Geometry (Å):
O -0.20 1.76 -1.60
C -0.23 1.35 -0.46
C -0.71 -0.03 -0.13
C 0.19 -1.10 0.39
C 1.24 -0.54 1.31
C 0.27 0.03 2.02
N -0.86 -0.51 1.26
H -0.41 0.01 -3.11
H 0.08 1.99 0.38
H -1.51 -0.37 -0.78
H 0.10 -2.13 0.03
H -0.47 -0.64 -3.47
H 2.32 -0.58 1.33
H 0.18 0.74 2.84

These are the Mulliken partial charges, in e, on atoms 1 to 4: -0.45 -0.14 0.12 -0.12

---

(9)
Here is one molecule with the formula C4H11OP from the Open Molecules 2025 dataset. Energies are from ωB97M-V/def2-TZVPD.

**Kohn-Sham gap**: 9.17 eV
**Relative energy (zero: lowest compared OMol25 entry of this formula, charge and spin)**: 0.779 eV
**Lowest unoccupied orbital energy**: 0.70 eV
**Highest occupied orbital energy**: -8.5 eV

Geometry (Å):
C -0.45 0.80 1.18
C -0.13 -0.19 0.01
C -0.31 0.52 -1.31
C -1.09 -1.41 0.03
P 1.65 -0.76 0.10
O 2.32 0.65 -0.28
H -0.34 0.36 2.17
H 0.08 1.80 0.96
H -1.56 1.06 1.20
H 0.00 -0.12 -2.10
H 0.23 1.39 -1.36
H -1.33 0.78 -1.55
H -0.96 -2.03 -0.83
H -1.15 -1.97 1.01
H -2.14 -0.98 -0.20
H 1.88 -0.68 1.55
H 3.29 0.77 -0.60

These are the Mulliken partial charges, in e, on atoms 1 to 4: -1.39 1.45 -1.93 -1.54

---

(10)
Here is a 8-piece molecular cluster, C37H52BF7IN4O23S overall from the Open Molecules 2025 dataset. Energies are from ωB97M-V/def2-TZVPD.

**Kohn-Sham gap**: 6.95 eV
**Total charge**: +1
**Lowest unoccupied orbital energy**: -4.61 eV
**Highest occupied orbital energy**: -11.6 eV

Geometry (Å):
C -3.40 0.14 3.46
C -2.92 -1.00 2.47
B -1.79 -1.96 3.06
O -1.54 -2.04 4.44
C -0.98 -2.88 1.99
C -1.56 -3.90 1.13
C -3.06 -4.27 1.09
C -3.75 -3.96 -0.30
C -5.30 -3.74 -0.03
C -5.95 -2.84 -1.17
N -5.31 -1.51 -1.06
C -6.17 -0.43 -1.45
C -5.74 1.01 -0.93
O -7.14 -0.60 -2.15
N -0.50 -4.47 0.38
I -0.67 -5.97 -1.03
C 0.69 -3.86 0.75
C 2.08 -4.24 0.19
C 2.46 -3.54 -1.18
C 3.38 -2.26 -0.90
C 2.72 -1.02 -1.65
C 3.86 0.08 -1.84
N 4.15 0.63 -0.47
N 0.41 -2.93 1.70
S 1.46 -1.85 2.55
H -3.86 -0.27 4.40
H -4.23 0.71 2.95
H -2.56 0.85 3.69
H -2.53 -0.57 1.50
H -3.81 -1.65 2.18
H -0.62 -1.80 4.66
H -3.21 -5.36 1.34
H -3.60 -3.72 1.91
H -3.27 -3.08 -0.80
H -3.66 -4.88 -0.94
H -5.83 -4.73 0.08
H -5.46 -3.18 0.93
H -7.05 -2.82 -0.97
H -5.73 -3.35 -2.15
H -4.41 -1.47 -1.54
H -6.45 1.31 -0.13
H -4.71 0.93 -0.48
H -5.70 1.72 -1.79
H 2.06 -5.35 0.02
H 2.83 -4.04 1.00
H 1.59 -3.32 -1.85
H 3.12 -4.27 -1.73
H 3.53 -2.10 0.20
H 4.40 -2.41 -1.34
H 2.35 -1.38 -2.64
H 1.89 -0.61 -1.02
H 4.81 -0.42 -2.19
H 3.53 0.86 -2.56
H 3.92 1.63 -0.55
H 3.46 0.27 0.20
H 2.72 -1.96 2.02
C 8.48 0.65 -0.10
C 7.78 1.60 -1.03
O 8.54 1.49 -2.22
C 9.06 0.22 -2.22
O 9.52 -0.31 -3.17
O 8.97 -0.35 -0.99
F 7.86 2.87 -0.59
H 9.33 1.12 0.42
H 7.81 0.23 0.65
H 6.74 1.34 -1.24
C -4.60 4.20 5.01
C -5.26 5.15 4.05
O -4.46 5.03 2.90
C -3.95 3.77 2.92
O -3.45 3.23 1.98
O -4.09 3.19 4.14
F -5.20 6.42 4.50
H -3.78 4.66 5.56
H -5.31 3.78 5.73
H -6.30 4.89 3.81
C 0.52 2.65 6.53
C -0.78 2.20 7.13
O -1.52 3.40 7.22
C -1.06 4.20 6.21
O -1.63 5.16 5.82
O 0.11 3.74 5.70
F -0.59 1.70 8.38
H 1.23 3.01 7.28
H 1.01 1.87 5.94
H -1.33 1.48 6.52
C -4.82 -0.68 -4.85
C -5.35 0.29 -5.86
O -4.43 0.17 -6.94
C -3.97 -1.12 -6.88
O -3.40 -1.66 -7.77
O -4.25 -1.70 -5.68
F -5.29 1.56 -5.39
H -4.04 -0.26 -4.22
H -5.60 -1.09 -4.22
H -6.36 0.08 -6.21
C -1.11 -3.50 -5.01
C 0.38 -3.47 -4.87
O 0.63 -2.20 -4.31
C -0.48 -1.90 -3.58
O -0.53 -1.04 -2.76
O -1.53 -2.71 -3.90
F 0.98 -3.54 -6.08
H -1.46 -3.04 -5.94
H -1.51 -4.51 -4.94
H 0.79 -4.25 -4.22
C -0.43 3.35 -4.40
C 0.24 2.27 -3.60
O -0.79 1.87 -2.71
C -1.96 2.10 -3.36
O -3.01 1.64 -3.03
O -1.78 2.92 -4.43
F 1.27 2.76 -2.87
H -0.37 4.33 -3.91
H -0.02 3.44 -5.40
H 0.57 1.41 -4.19
C 9.45 4.74 2.98
C 10.31 3.68 3.61
O 9.43 2.57 3.66
C 8.57 2.72 2.62
O 7.87 1.85 2.20
O 8.61 3.98 2.12
F 10.66 4.02 4.87
H 8.84 5.28 3.71
H 10.04 5.47 2.41
H 11.20 3.42 3.03

These are the Mulliken partial charges, in e, on atoms 1 to 4: -1.00 0.18 0.59 -0.52